{"formula": "C3H8NO2", "method": "wB97M-V/def2-TZVPD", "symbols": ["O", "C", "O", "H", "H", "C", "C", "N", "H", "H", "H", "H", "H", "H"], "coordinates": [[-1.50, 1.76, 0.72], [-2.47, 1.00, 0.92], [-2.24, -0.40, 1.10], [-3.46, 0.96, 0.52], [-1.78, -0.67, 1.97], [0.83, -0.35, -0.22], [0.18, -0.91, -1.27], [2.24, 0.03, -0.24], [0.41, 0.21, 0.63], [-0.86, -0.89, -1.15], [0.62, -1.17, -2.25], [2.47, 1.06, -0.22], [2.82, -0.33, -1.05], [2.74, -0.31, 0.52]], "charge": 1, "e_lumo_ev": -3.90, "fmax_ev_per_a": 6.1, "de_lowest_kcal_mol": 72.42, "gap_ev": 10.58}

***

{"formula": "C6H10ClOP", "method": "wB97M-V/def2-TZVPD", "symbols": ["C", "C", "C", "C", "C", "C", "O", "P", "Cl", "H", "H", "H", "H", "H", "H", "H", "H", "H", "H"], "coordinates": [[0.27, -0.50, -0.33], [-0.98, -0.90, -0.29], [0.81, 0.88, -0.10], [-1.45, -2.29, -0.55], [0.28, 2.05, -0.47], [2.01, 0.69, 0.80], [-1.85, -0.03, 0.40], [-3.00, 0.96, -0.28], [-4.68, 0.14, 0.38], [0.99, -1.16, -0.81], [-2.19, -2.39, -1.34], [-1.94, -2.63, 0.34], [-0.53, -2.96, -0.92], [-0.69, 2.15, -1.12], [-2.85, 1.92, 0.75], [0.77, 2.85, -0.04], [2.61, 1.62, 1.10], [2.63, -0.06, 0.28], [1.68, 0.26, 1.74]], "e_lumo_ev": [0.88, -2.29], "fmax_ev_per_a": 9.9, "spin_multiplicity": 3, "gap_ev": [5.96, 7.10]}

***

{"formula": "C3H2O3", "method": "wB97M-V/def2-TZVPD", "symbols": ["O", "C", "C", "O", "C", "O", "H", "H"], "coordinates": [[1.66, -0.64, -1.51], [0.87, -0.75, -0.62], [-0.29, 0.23, -0.47], [-0.87, 0.72, -1.41], [-0.68, 0.58, 0.97], [-0.11, 0.07, 1.90], [0.93, -1.56, 0.14], [-1.50, 1.32, 1.08]], "e_lumo_ev": -1.55, "fmax_ev_per_a": 0.7, "de_lowest_kcal_mol": 36.24, "gap_ev": 8.48}

***

{"formula": "C27H42I3N4O7P", "method": "wB97M-V/def2-TZVPD", "symbols": ["C", "C", "C", "C", "N", "C", "C", "I", "C", "C", "C", "C", "C", "C", "C", "O", "C", "C", "C", "C", "O", "I", "C", "C", "C", "O", "N", "P", "O", "I", "C", "O", "H", "H", "H", "H", "H", "H", "H", "H", "H", "H", "H", "H", "H", "H", "H", "H", "H", "H", "H", "H", "H", "H", "H", "H", "H", "H", "H", "H", "C", "O", "N", "C", "C", "H", "H", "H", "H", "H", "H", "H", "C", "O", "N", "C", "C", "H", "H", "H", "H", "H", "H", "H"], "coordinates": [[3.38, -2.89, 0.82], [2.35, -3.73, -0.11], [1.26, -2.70, -0.76], [0.71, -3.22, -2.17], [-0.49, -2.45, -2.70], [-0.58, -1.13, -2.06], [0.39, 0.05, -2.44], [1.87, -0.26, -4.01], [0.24, 1.41, -1.65], [1.31, 2.55, -2.06], [2.68, 2.13, -1.26], [4.02, 2.68, -1.96], [5.07, 1.48, -2.27], [6.03, 1.13, -1.04], [5.28, 0.84, 0.34], [6.09, 0.10, 1.29], [5.43, 0.27, 2.58], [-0.82, 1.61, -0.54], [-0.96, 2.97, 0.30], [-0.51, 2.59, 1.82], [0.58, 1.99, 2.03], [-1.79, 3.03, 3.51], [-1.77, 0.44, -0.21], [-1.65, -0.92, -0.96], [-2.75, -1.89, -0.33], [-3.25, -2.94, -0.78], [-2.98, -1.23, 0.99], [-1.68, -1.76, 2.13], [-1.55, -3.46, 2.01], [-2.47, -1.38, 4.46], [-2.93, 0.26, 0.86], [-3.67, 1.07, 1.44], [4.44, -3.11, 0.46], [3.17, -1.77, 0.83], [3.27, -3.27, 1.90], [1.80, -4.51, 0.53], [2.90, -4.19, -1.01], [0.40, -2.66, 0.01], [1.82, -1.69, -0.83], [0.41, -4.33, -2.06], [1.53, -3.12, -2.98], [-0.32, -2.35, -3.71], [1.01, 3.59, -1.70], [1.53, 2.57, -3.18], [2.72, 0.98, -1.28], [2.55, 2.45, -0.18], [3.84, 3.31, -2.91], [4.56, 3.34, -1.18], [5.75, 1.87, -3.12], [4.56, 0.53, -2.66], [6.58, 0.15, -1.32], [6.86, 1.91, -0.87], [4.93, 1.87, 0.75], [4.37, 0.18, 0.09], [5.39, -0.70, 3.17], [6.05, 1.07, 3.14], [4.35, 0.63, 2.47], [-0.27, 3.79, -0.10], [-2.06, 3.28, 0.27], [-0.97, -3.73, 1.27], [-0.28, 3.80, -5.45], [0.63, 3.14, -4.98], [-1.60, 3.48, -5.36], [-2.63, 4.32, -5.95], [-1.99, 2.27, -4.66], [-0.09, 4.73, -5.99], [-3.31, 4.65, -5.16], [-3.18, 3.73, -6.69], [-2.19, 5.19, -6.44], [-1.64, 2.32, -3.63], [-1.52, 1.41, -5.15], [-3.07, 2.15, -4.68], [-5.63, -2.96, 8.03], [-4.43, -3.16, 8.07], [-6.36, -2.84, 6.89], [-7.79, -2.59, 6.91], [-5.69, -2.96, 5.60], [-6.23, -2.85, 8.94], [-8.30, -3.41, 6.40], [-8.00, -1.65, 6.40], [-8.16, -2.52, 7.94], [-5.22, -3.94, 5.54], [-4.92, -2.19, 5.53], [-6.41, -2.84, 4.79]], "e_lumo_ev": -1.31, "fmax_ev_per_a": 5.6, "gap_ev": 7.33}

***

{"formula": "C2H3F3S", "method": "wB97M-V/def2-TZVPD", "symbols": ["C", "C", "F", "F", "F", "S", "H", "H", "H"], "coordinates": [[1.13, -0.16, -0.67], [-0.76, 0.24, 0.06], [1.52, -1.29, -0.03], [2.04, 0.83, -0.28], [-1.17, 1.43, -0.38], [-1.93, -1.07, -0.48], [1.15, -0.20, -1.79], [-0.62, 0.07, 1.18], [-2.90, -0.14, -0.64]], "e_lumo_ev": 0.75, "fmax_ev_per_a": 4.0, "de_lowest_kcal_mol": 64.71, "gap_ev": 10.22}

***

{"formula": "C31H82BN12O22", "method": "wB97M-V/def2-TZVPD", "symbols": ["O", "C", "O", "B", "O", "C", "O", "O", "C", "O", "C", "O", "O", "O", "H", "H", "C", "O", "N", "N", "H", "H", "H", "H", "C", "O", "N", "N", "H", "H", "H", "H", "C", "O", "N", "N", "H", "H", "H", "H", "C", "O", "N", "N", "H", "H", "H", "H", "C", "O", "N", "N", "H", "H", "H", "H", "C", "O", "N", "N", "H", "H", "H", "H", "C", "C", "C", "O", "H", "H", "H", "H", "H", "H", "H", "H", "C", "C", "C", "O", "H", "H", "H", "H", "H", "H", "H", "H", "C", "C", "C", "O", "H", "H", "H", "H", "H", "H", "H", "H", "C", "C", "C", "O", "H", "H", "H", "H", "H", "H", "H", "H", "C", "C", "C", "O", "H", "H", "H", "H", "H", "H", "H", "H", "C", "C", "C", "O", "H", "H", "H", "H", "H", "H", "H", "H", "C", "C", "C", "O", "H", "H", "H", "H", "H", "H", "H", "H"], "coordinates": [[21.07, 16.18, 14.57], [21.76, 16.30, 13.55], [23.09, 16.39, 13.57], [23.57, 16.33, 12.16], [22.32, 16.63, 11.36], [21.29, 16.37, 12.04], [20.14, 16.17, 11.72], [24.06, 15.01, 11.71], [25.23, 15.11, 11.21], [25.95, 14.23, 10.85], [25.70, 16.59, 11.38], [24.71, 17.24, 11.95], [26.85, 17.01, 11.04], [29.22, 18.24, 10.10], [28.55, 17.89, 10.69], [29.55, 17.48, 9.63], [17.50, 14.90, 13.85], [16.55, 14.53, 14.55], [18.60, 14.29, 13.67], [17.54, 16.06, 13.24], [19.37, 14.64, 13.11], [18.73, 13.37, 14.05], [16.81, 16.74, 13.39], [18.48, 16.37, 13.01], [20.69, 16.38, 17.93], [20.74, 16.32, 19.20], [21.45, 17.18, 17.23], [19.90, 15.71, 17.13], [22.07, 17.83, 17.69], [21.54, 16.94, 16.25], [19.21, 15.07, 17.49], [20.11, 15.78, 16.15], [26.25, 19.12, 7.38], [26.12, 20.32, 7.23], [26.28, 18.18, 6.49], [26.34, 18.48, 8.48], [25.93, 18.35, 5.56], [26.58, 17.28, 6.83], [26.24, 18.98, 9.35], [26.22, 17.48, 8.49], [25.93, 14.87, 7.43], [25.91, 15.99, 7.90], [25.79, 14.74, 6.12], [25.66, 13.80, 8.10], [25.86, 15.46, 5.41], [25.61, 13.81, 5.76], [25.56, 13.99, 9.08], [25.21, 13.03, 7.62], [26.46, 15.75, 15.33], [26.53, 15.27, 14.20], [25.75, 16.79, 15.61], [27.34, 15.58, 16.29], [25.22, 17.19, 14.86], [25.70, 17.05, 16.59], [27.05, 15.81, 17.23], [28.18, 15.04, 16.20], [29.46, 17.52, 13.58], [30.51, 18.12, 13.83], [29.27, 16.26, 13.52], [28.32, 18.17, 13.52], [28.35, 15.86, 13.40], [30.07, 15.68, 13.73], [28.31, 19.16, 13.72], [27.48, 17.68, 13.24], [19.41, 12.91, 10.17], [20.69, 12.19, 10.77], [21.94, 12.38, 9.90], [21.01, 12.92, 11.94], [18.65, 13.10, 10.94], [18.92, 12.25, 9.46], [19.70, 13.82, 9.66], [20.57, 11.14, 11.04], [22.21, 13.41, 9.68], [21.81, 11.95, 8.91], [22.81, 11.95, 10.40], [21.25, 13.82, 11.69], [22.57, 13.77, 16.14], [23.40, 12.63, 15.51], [24.70, 12.35, 16.22], [22.71, 11.41, 15.54], [22.45, 13.43, 17.17], [21.56, 13.94, 15.76], [23.04, 14.75, 16.13], [23.62, 12.96, 14.50], [24.59, 12.56, 17.29], [25.46, 13.02, 15.84], [25.09, 11.37, 15.93], [23.23, 10.75, 16.01], [24.56, 21.55, 11.15], [24.37, 21.66, 12.67], [24.49, 20.30, 13.27], [25.24, 22.65, 13.25], [24.11, 22.39, 10.62], [24.11, 20.64, 10.77], [25.60, 21.44, 10.83], [23.33, 21.96, 12.80], [25.48, 19.92, 13.02], [23.80, 19.58, 12.82], [24.27, 20.45, 14.32], [25.21, 23.44, 12.71], [26.23, 11.08, 10.28], [26.09, 11.24, 11.84], [24.86, 10.87, 12.50], [27.14, 10.55, 12.43], [27.23, 11.31, 9.89], [25.55, 11.72, 9.72], [26.16, 10.06, 9.92], [26.25, 12.28, 12.12], [24.55, 9.85, 12.29], [23.97, 11.51, 12.48], [25.08, 11.01, 13.56], [27.96, 10.85, 12.02], [19.72, 21.20, 15.78], [19.07, 20.45, 14.64], [19.40, 18.94, 14.70], [17.65, 20.55, 14.83], [20.80, 21.17, 15.89], [19.28, 20.83, 16.70], [19.45, 22.26, 15.72], [19.30, 20.91, 13.68], [19.59, 18.58, 15.71], [20.31, 18.69, 14.16], [18.55, 18.39, 14.30], [17.36, 21.41, 14.52], [16.06, 17.83, 9.80], [17.25, 17.16, 9.04], [16.82, 15.74, 8.60], [17.54, 17.95, 7.91], [15.23, 18.18, 9.18], [16.44, 18.57, 10.50], [15.60, 17.15, 10.51], [18.11, 17.06, 9.71], [17.62, 15.47, 7.91], [15.81, 15.75, 8.18], [16.83, 15.15, 9.52], [18.44, 17.71, 7.65], [21.05, 21.45, 9.09], [19.89, 20.82, 9.83], [20.31, 19.45, 10.43], [19.59, 21.72, 10.85], [21.64, 20.68, 8.59], [21.69, 21.89, 9.86], [20.67, 22.06, 8.27], [19.03, 20.54, 9.21], [20.19, 18.68, 9.67], [19.71, 19.04, 11.23], [21.35, 19.55, 10.74], [18.73, 21.42, 11.15]], "e_lumo_ev": [-1.05, -6.36], "fmax_ev_per_a": 7.8, "spin_multiplicity": 2, "gap_ev": [7.68, 2.38]}